# 1
An isolated molecule of C5H10O at a distorted geometry, computed with wB97M-V/def2-TZVPD.

Properties
Maximum force   1.58 eV/A
Energy above the lowest of the compared OMol25 structures with the same formula, charge and spin   98.0 kcal/mol
Kohn-Sham gap (alpha / beta)   9.18 / 7.48 eV

Last column: Löwdin charge in e.
Element x y z (Å)
C (1.75805, 0.19524, 0.49253)  -0.102
C (0.94097, 0.29618, -0.79269)  -0.181
C (-0.58765, 0.20649, -0.66123)  -0.746
C (-1.02476, -1.21471, 0.03957)  0.001
C (-1.28273, 0.98724, 0.38045)  0.159
O (-1.30656, 0.32510, -1.73582)  0.006
H (1.65660, -0.78618, 0.97016)  0.067
H (1.45447, 0.95777, 1.21961)  0.074
H (2.82239, 0.34564, 0.28433)  0.072
H (1.23277, -0.48372, -1.50688)  0.117
H (1.12820, 1.25493, -1.28940)  0.118
H (-0.65522, -1.94054, -0.68660)  0.089
H (-0.55550, -1.36756, 1.01436)  0.077
H (-2.11019, -1.31186, 0.10737)  0.089
H (-2.01983, 1.70588, 0.02870)  0.082
H (-1.37995, 0.66265, 1.41555)  0.078

# 2
A cluster of 9 separate species, C23H66N8O11 in total at a distorted geometry, computed with wB97M-V/def2-TZVPD.

Properties
Maximum force   2.98 eV/A
Energy above the lowest of the compared OMol25 structures with the same formula, charge and spin   0.0 kcal/mol
Kohn-Sham gap   8.98 eV

Last column: Löwdin charge in e.
Element x y z (Å)
C (-9.70835, 11.98019, -12.51704)  -0.589
O (-9.46297, 13.08988, -12.01114)  -0.019
N (-8.76578, 11.30036, -13.30386)  0.152
N (-10.87508, 11.24579, -12.18852)  0.164
H (-7.88287, 11.75712, -13.40846)  0.095
H (-8.96040, 10.42223, -13.72643)  0.083
H (-11.15165, 10.54400, -12.84429)  0.080
H (-11.49996, 11.73230, -11.53863)  0.051
C (-13.53702, 17.92492, -11.09995)  -0.588
O (-12.71676, 17.09540, -10.67246)  -0.020
N (-13.73838, 19.16677, -10.52622)  0.173
N (-14.28066, 17.68075, -12.23826)  0.179
H (-13.25945, 19.48733, -9.68177)  0.078
H (-14.46110, 19.71417, -10.94380)  0.087
H (-14.11983, 16.85667, -12.78456)  0.065
H (-15.02548, 18.29964, -12.47531)  0.093
C (-12.62403, 13.72577, -10.03237)  -0.523
O (-12.63223, 12.44233, -10.12777)  -0.079
N (-13.69563, 14.42278, -9.44221)  0.183
N (-11.64832, 14.50594, -10.59247)  0.193
H (-13.68984, 15.42976, -9.47996)  0.072
H (-14.33845, 13.91650, -8.87007)  0.051
H (-11.59906, 15.51923, -10.51025)  0.073
H (-10.83363, 13.98841, -10.88967)  0.057
C (-8.79679, 11.76639, -8.89277)  -0.076
C (-7.78714, 11.09051, -9.80908)  -0.324
O (-6.58298, 10.80353, -9.10352)  -0.078
H (-8.36370, 12.65775, -8.43403)  0.075
H (-9.03508, 11.09781, -8.06326)  0.077
H (-9.67386, 12.04250, -9.47626)  0.049
H (-7.57567, 11.80470, -10.61068)  0.092
H (-8.23283, 10.18544, -10.22661)  0.105
H (-5.85641, 11.27924, -9.50287)  0.071
C (-12.58884, 14.38120, -13.90965)  -0.074
C (-14.04653, 14.37120, -13.41448)  -0.293
O (-14.84874, 15.15285, -14.34212)  -0.101
H (-12.04945, 13.75100, -13.19917)  0.045
H (-12.23154, 15.41041, -13.93617)  0.076
H (-12.47851, 13.98150, -14.91857)  0.073
H (-14.12514, 14.76972, -12.40525)  0.086
H (-14.37462, 13.32615, -13.43408)  0.102
H (-15.08593, 14.58210, -15.07493)  0.076
C (-16.60582, 12.53903, -10.91253)  -0.078
C (-16.31049, 11.51202, -9.83704)  -0.317
O (-17.00897, 11.93634, -8.64892)  -0.095
H (-15.91891, 12.49171, -11.75207)  0.056
H (-16.47136, 13.52196, -10.45572)  0.069
H (-17.64560, 12.41296, -11.20319)  0.075
H (-15.24037, 11.33921, -9.66489)  0.086
H (-16.64992, 10.51728, -10.17440)  0.111
H (-16.95157, 11.16402, -8.06825)  0.087
C (-13.22611, 9.05260, -11.36608)  -0.095
C (-12.46525, 8.91719, -10.03393)  -0.315
O (-12.94508, 9.86756, -9.10010)  -0.106
H (-13.12728, 10.04064, -11.80950)  0.041
H (-14.28283, 8.85835, -11.16314)  0.069
H (-12.90112, 8.29379, -12.09120)  0.072
H (-11.39419, 9.08825, -10.23238)  0.095
H (-12.58800, 7.90342, -9.65892)  0.106
H (-12.90464, 10.76299, -9.49805)  0.021
C (-8.38151, 17.70253, -9.22218)  -0.114
O (-9.47272, 17.24246, -8.46116)  -0.202
C (-9.27112, 17.38683, -7.07889)  -0.237
C (-10.57685, 17.04480, -6.35032)  -0.200
N (-11.76384, 17.76187, -6.79461)  -0.053
C (-11.67863, 19.16690, -6.49263)  -0.218
C (-12.97286, 19.91294, -6.73947)  -0.193
O (-12.97737, 20.53608, -8.02521)  -0.232
C (-14.11594, 21.30627, -8.28074)  -0.131
H (-7.50342, 17.04868, -9.05824)  0.091
H (-8.12170, 18.74909, -9.02648)  0.088
H (-8.57521, 17.56044, -10.28836)  0.087
H (-9.06600, 18.45322, -6.89641)  0.110
H (-8.45605, 16.72498, -6.76938)  0.127
H (-10.37837, 17.26104, -5.29627)  0.120
H (-10.74747, 15.97252, -6.49868)  0.116
H (-11.88493, 17.62472, -7.79950)  0.108
H (-10.82612, 19.64566, -6.98756)  0.120
H (-11.51782, 19.24397, -5.41228)  0.125
H (-13.18244, 20.63415, -5.93877)  0.123
H (-13.78366, 19.16187, -6.73946)  0.124
H (-14.97245, 20.63156, -8.40309)  0.089
H (-13.91445, 21.88677, -9.17181)  0.091
H (-14.34221, 21.95335, -7.42869)  0.090
C (-16.13394, 14.06680, 0.13667)  -0.134
O (-15.96967, 14.46440, -1.18227)  -0.179
C (-15.86074, 15.86223, -1.30705)  -0.247
C (-16.07118, 16.27637, -2.74747)  -0.216
N (-14.94818, 15.78871, -3.54411)  -0.054
C (-15.13138, 16.00249, -4.96611)  -0.223
C (-14.34243, 14.98583, -5.74255)  -0.255
O (-14.74100, 13.69008, -5.44617)  -0.171
C (-14.44350, 12.78136, -6.47353)  -0.097
H (-16.32410, 12.99303, 0.19783)  0.087
H (-16.98284, 14.58533, 0.59084)  0.086
H (-15.20442, 14.18230, 0.71126)  0.091
H (-14.87864, 16.25694, -1.00178)  0.128
H (-16.63289, 16.34736, -0.68381)  0.119
H (-16.07426, 17.36317, -2.84764)  0.121
H (-17.03641, 15.86295, -3.08924)  0.123
H (-14.86726, 14.78158, -3.41912)  0.104
H (-14.78055, 16.97801, -5.31765)  0.107
H (-16.20820, 15.95274, -5.19556)  0.119
H (-13.28206, 15.16321, -5.52471)  0.126
H (-14.49846, 15.18623, -6.81323)  0.111
H (-13.44328, 13.04369, -6.85443)  0.090
H (-15.14498, 12.91383, -7.30854)  0.066
H (-14.42578, 11.73488, -6.19007)  0.096

# 3
A cluster of 7 separate species, C13H21BBr8NO11 in total at a distorted geometry, computed with wB97M-V/def2-TZVPD.

Properties
Maximum force   1.42 eV/A
Charge   -1
Energy above the lowest of the compared OMol25 structures with the same formula, charge and spin   0.0 kcal/mol
Kohn-Sham gap   8.31 eV

Last column: Löwdin charge in e.
Element x y z (Å)
N (-0.14129, -0.74829, -0.61739)  0.166
H (0.40007, 0.04695, -0.20684)  0.041
H (0.43506, -1.57509, -0.75266)  -0.043
H (-0.58421, -0.40322, -1.46663)  -0.007
H (-0.93789, -1.03953, 0.04484)  0.056
O (1.91107, 3.65296, 2.43233)  0.146
C (0.92636, 2.99848, 2.45451)  -0.423
O (-0.09500, 3.12802, 3.25408)  0.245
B (-1.13113, 2.10022, 2.97787)  -0.869
O (-0.58092, 1.36019, 1.79880)  0.230
C (0.61058, 1.81857, 1.50491)  -0.384
O (1.35966, 1.34326, 0.68655)  0.016
O (-1.30484, 1.17109, 4.10153)  0.241
C (-2.54984, 1.20738, 4.51732)  -0.402
O (-3.00711, 0.62061, 5.44127)  0.162
C (-3.31965, 2.17052, 3.57432)  -0.378
O (-2.42496, 2.70408, 2.74307)  0.233
O (-4.48741, 2.37042, 3.56417)  0.169
O (-2.66968, -1.14090, -1.54681)  -0.036
C (-3.19591, -1.61407, -0.31732)  -0.798
O (-4.37905, -1.92142, -0.33767)  -0.003
O (-2.38388, -1.63092, 0.63477)  -0.061
H (-3.44400, -1.17589, -2.12633)  0.089
Br (-4.21031, -4.33836, -2.96063)  0.666
C (-2.39992, -4.67033, -2.34841)  -0.671
C (-1.49245, -3.77575, -3.15466)  -0.695
Br (0.33694, -3.71040, -2.47573)  0.636
H (-2.18497, -5.72216, -2.52074)  0.054
H (-2.38542, -4.48105, -1.27960)  0.059
H (-1.85241, -2.75353, -3.11317)  0.018
H (-1.39681, -4.09022, -4.18695)  0.048
Br (-0.38080, 1.95498, -1.99327)  0.778
C (-1.54647, 3.40971, -1.36046)  -0.603
C (-0.73490, 4.66566, -1.39205)  -0.726
Br (-1.90362, 6.19352, -1.07067)  0.624
H (-1.91590, 3.13290, -0.38406)  0.064
H (-2.31181, 3.43640, -2.12510)  0.050
H (-0.29406, 4.83927, -2.36674)  0.044
H (0.05478, 4.69234, -0.65018)  0.025
Br (2.90162, 3.57923, -1.06045)  0.676
C (3.56189, 1.73453, -1.08356)  -0.694
C (4.88634, 1.75745, -1.77422)  -0.701
Br (5.68386, -0.01533, -1.62646)  0.588
H (2.83325, 1.17020, -1.65017)  0.046
H (3.63730, 1.48393, -0.03595)  0.046
H (5.55432, 2.43822, -1.26172)  0.047
H (4.79028, 1.97732, -2.82812)  0.053
Br (0.54694, -3.30280, 1.24730)  0.703
C (2.24156, -3.56924, 2.14624)  -0.678
C (3.36990, -3.75273, 1.16604)  -0.665
Br (3.46768, -2.22098, -0.03707)  0.595
H (2.09433, -4.40927, 2.81889)  0.057
H (2.40136, -2.67844, 2.74835)  0.056
H (3.29543, -4.68269, 0.60846)  0.061
H (4.34603, -3.73576, 1.64617)  0.052

# 4
A structure of composition C19H14F2N4O5S at a distorted geometry, computed with wB97M-V/def2-TZVPD.

Properties
Maximum force   1.32 eV/A
Energy above the lowest of the compared OMol25 structures with the same formula, charge and spin   76.4 kcal/mol
Kohn-Sham gap   8.32 eV

Last column: Löwdin charge in e.
Element x y z (Å)
C (0.22334, -2.23082, 0.00599)  0.014
C (-0.14248, -2.26763, -1.26570)  -0.160
C (-1.41166, -1.66260, -1.81791)  -0.123
C (-1.74830, -0.35055, -1.15691)  -0.131
C (-0.74891, 0.67447, -1.19972)  0.035
C (-0.90559, 1.89383, -0.63849)  -0.148
C (0.18122, 2.92984, -0.72652)  -0.086
C (0.34164, 3.36979, -2.16948)  -0.242
O (-0.56052, 3.84013, -2.80541)  0.071
C (-2.12875, 2.14506, 0.03388)  -0.298
N (-2.47146, 3.26813, 0.66219)  -0.209
S (-3.95641, 3.03725, 1.21864)  1.044
N (-4.24049, 1.55022, 0.71734)  -0.219
C (-3.14970, 1.14427, 0.07135)  -0.274
C (-2.93938, -0.12024, -0.54251)  -0.103
N (-3.93382, -1.17488, -0.55735)  0.100
C (-4.59304, -1.46692, 0.67401)  -0.469
O (-4.16826, -2.22099, 1.48070)  0.202
F (-5.77881, -0.87095, 0.81781)  0.138
C (-4.79146, -1.08783, -1.70034)  -0.452
O (-4.74425, -1.82386, -2.62321)  0.213
F (-5.63881, -0.05280, -1.66140)  0.150
H (1.10162, -2.77854, 0.31793)  0.055
H (-0.33360, -1.67662, 0.74990)  0.071
H (0.51124, -2.75505, -1.97837)  0.101
H (-1.26388, -1.46213, -2.88036)  0.129
H (-2.23867, -2.35850, -1.71208)  0.112
H (0.17811, 0.43769, -1.70479)  0.126
H (-0.05133, 3.79768, -0.11384)  0.121
H (1.10618, 2.46437, -0.40276)  0.085
H (1.32427, 3.22772, -2.65014)  0.125
C (4.74934, -0.75275, 3.43707)  -0.067
C (3.99555, 0.37113, 3.12561)  -0.061
C (3.49964, 0.54157, 1.84368)  0.000
C (3.77039, -0.42688, 0.89498)  -0.149
C (4.52133, -1.55152, 1.18150)  -0.002
C (5.01363, -1.70998, 2.46647)  -0.062
N (3.23169, -0.26361, -0.46341)  -0.337
O (2.58676, 0.74199, -0.69879)  0.048
O (3.44967, -1.13975, -1.26969)  0.087
H (5.13124, -0.88371, 4.44063)  0.108
H (3.79119, 1.11556, 3.88234)  0.110
H (2.91207, 1.41047, 1.58895)  0.116
H (4.71720, -2.28883, 0.41779)  0.121
H (5.60223, -2.58324, 2.71041)  0.109